Below is one molecule with the formula CH5NOP2, with properties calculated with wB97M-V/def2-TZVPD.

Results
Largest force on an atom (Eh/bohr): 0.0657
Energy relative to the best compared isomer or geometry (same formula, charge and spin) (eV): 1.888
Frontier orbital gap (Eh): 0.3450
2S+1: 1
HOMO level (eV): -9.483

The geometry in XYZ format:
```
10
Properties=species:S:1:pos:R:3:nbo_charge:R:1
C -1.75275 -0.90049 0.03862 -0.96
P 0.04179 -0.54261 0.40962 1.67
N 0.94478 -0.72611 1.58263 -1.02
O 0.65629 0.50542 -0.80893 -1.06
P 2.29716 0.92713 -0.68698 0.67
H -2.02812 -1.26246 -0.96448 0.27
H -2.02420 -1.47420 0.87261 0.26
H -2.37894 -0.03327 -0.07357 0.27
H 2.06022 1.32051 0.74326 -0.02
H 2.18375 2.18608 -1.11278 -0.08
```

---

Below is one molecule with the formula C4H4N2OS, with properties calculated with wB97M-V/def2-TZVPD.

Results
Largest force on an atom (Eh/bohr): 0.0983
Energy relative to the best compared isomer or geometry (same formula, charge and spin) (eV): 4.600
Frontier orbital gap (alpha / beta) (Eh): 0.3056 / 0.3056
2S+1: 1
HOMO level (alpha / beta) (eV): -9.026 / -9.026

The geometry in XYZ format:
```
12
Properties=species:S:1:pos:R:3:nbo_charge:R:1
C -1.94087 1.33443 0.09118 -0.69
C -0.77730 0.58928 -0.34973 0.17
N -0.02471 -0.05944 0.40516 -0.25
N 1.10576 -0.55550 -0.01682 -0.22
C 2.48278 -0.98193 0.47939 0.67
O 3.11590 -0.61531 1.39603 -0.45
C 1.76806 -1.65982 -0.45083 -0.05
S 1.53616 -3.23293 -0.87136 -0.09
H -2.22412 0.76173 0.94675 0.24
H -2.85452 1.48305 -0.61753 0.24
H -1.62302 2.30326 0.48677 0.25
H -0.56413 0.63318 -1.49902 0.16
```

---

Below is an isolated ion of composition C18H27BNO2 and charge +1, with properties calculated with wB97M-V/def2-TZVPD.

Results
Charge: +1
Largest force on an atom (Eh/bohr): 0.0743
Frontier orbital gap (Eh): 0.2799
2S+1: 1
HOMO level (eV): -12.252

The geometry in XYZ format:
```
49
Properties=species:S:1:pos:R:3:nbo_charge:R:1
C -2.55638 2.63432 3.49504 -0.62
C -1.31855 3.10464 2.63135 -0.40
C -1.68239 3.92591 1.32460 -0.40
C -2.90037 3.35075 0.47603 -0.42
C -2.39961 2.84514 -0.95604 -0.39
C -2.08805 1.27183 -0.89380 -0.40
C -1.70786 0.83089 -2.37117 -0.45
C -0.95114 -0.53966 -2.40925 0.02
C -1.52602 -1.70404 -3.10221 -0.15
C -0.89216 -3.06573 -3.19366 -0.17
C 0.39369 -3.25404 -2.50586 -0.20
C 0.98496 -2.08558 -1.78364 0.00
C 2.26364 -2.28318 -1.05846 0.13
N 2.87932 -1.28040 -0.34533 -0.59
B 4.16574 -1.65473 0.38277 1.29
O 5.34022 -0.91644 0.11297 -0.89
O 4.26240 -2.66477 1.33552 -0.67
C 3.03621 -2.89404 2.07170 -0.09
C 2.25860 -4.22198 1.62712 -0.65
C 2.36360 0.04762 -0.26890 0.02
C 1.09597 0.36182 -0.94954 -0.19
C 0.35995 -0.72797 -1.71434 -0.03
H -3.04965 1.78440 2.92939 0.20
H -3.27406 3.45181 3.76621 0.22
H -2.17311 2.15901 4.45149 0.22
H -0.60422 2.26253 2.37722 0.19
H -0.71748 3.81050 3.29145 0.21
H -0.76853 3.86719 0.64760 0.19
H -1.83077 5.03424 1.51178 0.22
H -3.59235 4.21946 0.26901 0.22
H -3.43879 2.48706 0.94643 0.21
H -1.49505 3.38930 -1.33985 0.20
H -3.28358 2.93833 -1.65745 0.21
H -1.28598 1.08554 -0.12720 0.19
H -2.99273 0.68140 -0.57017 0.22
H -1.12537 1.61555 -2.93275 0.23
H -2.68292 0.70963 -2.93988 0.24
H -2.52297 -1.58191 -3.60364 0.24
H -1.33578 -3.94662 -3.71682 0.26
H 0.95010 -4.22257 -2.47074 0.24
H 2.73584 -3.30085 -1.10277 0.25
H 5.63580 -1.04283 -0.80851 0.51
H 2.30690 -2.03841 2.05535 0.18
H 3.29932 -3.05438 3.16272 0.22
H 2.45894 -5.05917 2.35147 0.24
H 1.15148 -4.04049 1.56263 0.23
H 2.67837 -4.54290 0.63530 0.20
H 2.90694 0.85255 0.29888 0.27
H 0.66788 1.40125 -0.89204 0.27
```

---

Below is C29H31BrN6O4Rb as an isolated structure, with properties calculated with wB97M-V/def2-TZVPD.

Results
Charge: -1
Largest force on an atom (Eh/bohr): 0.0083
Energy relative to the best compared isomer or geometry (same formula, charge and spin) (eV): 0.175
Frontier orbital gap (Eh): 0.2440
2S+1: 1
HOMO level (eV): -4.465

The geometry in XYZ format:
```
72
Properties=species:S:1:pos:R:3:nbo_charge:R:1
Rb -0.06704 0.74992 0.04602 0.93
C -3.12715 0.04207 3.13051 -0.21
C -2.33688 -1.16439 2.60033 -0.22
N -2.41666 -1.35999 1.16671 -0.66
C -3.70571 -1.30541 0.51444 -0.23
C -3.73199 -0.40052 -0.72693 -0.22
N -3.04535 0.85519 -0.57256 -0.66
C -3.66905 1.97555 0.08132 -0.22
C -4.05313 1.73225 1.54572 -0.21
N -2.99350 1.28998 2.42535 -0.67
H -4.19191 -0.20425 3.18137 0.17
H -2.81138 0.15259 4.17703 0.19
H -1.28266 -1.02555 2.85513 0.20
H -2.68353 -2.03822 3.18466 0.15
H -1.84272 -2.12843 0.85624 0.37
H -4.05307 -2.29930 0.19420 0.17
H -4.44862 -0.96386 1.23386 0.18
H -3.24193 -0.92158 -1.55260 0.21
H -4.79457 -0.28002 -1.01198 0.15
H -2.54213 1.09762 -1.41449 0.40
H -2.96102 2.80855 0.05042 0.21
H -4.58959 2.31979 -0.42902 0.15
H -4.48030 2.68180 1.90164 0.18
H -4.87773 1.01324 1.58348 0.17
H -2.05220 1.47855 2.09986 0.40
C 2.53938 -0.11583 2.39869 -0.26
O 2.43402 -0.33944 1.00027 -0.52
C 3.56885 -0.31500 0.25418 0.36
C 4.84215 -0.24586 0.80670 -0.32
C 5.96432 -0.23448 -0.01171 -0.21
C 5.82536 -0.28479 -1.38702 -0.25
C 4.55644 -0.35008 -1.94236 -0.20
C 3.41554 -0.37980 -1.14368 0.03
N 2.10183 -0.40333 -1.71080 -0.27
N 2.13299 -0.93437 -2.85628 -0.19
C 1.05063 -0.97961 -3.68932 -0.03
C -0.21442 -0.33788 -3.47822 0.42
O -0.57335 0.25290 -2.43044 -0.75
C -1.15221 -0.39469 -4.59293 -0.26
C -0.90295 -1.07088 -5.73087 -0.17
C 0.32737 -1.77335 -5.92553 -0.11
C 0.56834 -2.50214 -7.10316 -0.17
C 1.74747 -3.17795 -7.29230 -0.27
C 2.71997 -3.13222 -6.28364 -0.21
C 2.50759 -2.42815 -5.12470 -0.22
C 1.30353 -1.71912 -4.90352 0.00
H 3.12756 -0.90458 2.87554 0.17
H 1.52322 -0.12124 2.78698 0.22
H 2.98649 0.86112 2.60097 0.18
H 4.96635 -0.19736 1.87909 0.21
H 6.94764 -0.17460 0.43827 0.20
H 6.69660 -0.25929 -2.02889 0.20
H 4.41982 -0.36966 -3.01384 0.23
H -2.08407 0.13700 -4.43779 0.21
H -1.63774 -1.09978 -6.52957 0.20
H -0.20613 -2.51867 -7.86276 0.19
H 1.92495 -3.74024 -8.20049 0.20
H 3.65550 -3.66416 -6.41310 0.20
H 3.26496 -2.41450 -4.35484 0.23
Br 0.31374 -1.08243 5.62160 -0.01
C 0.11398 0.82862 5.52289 0.17
C 0.16640 1.53530 6.71343 -0.30
C 0.05165 2.91211 6.61012 -0.17
C -0.09463 3.48567 5.35825 -0.23
C -0.12396 2.67287 4.23176 0.13
N -0.02236 1.33987 4.32914 -0.45
C -0.28032 3.32796 2.83361 0.75
O -0.42667 4.55436 2.84455 -0.71
O -0.23061 2.54362 1.86017 -0.83
H 0.29122 1.02764 7.65801 0.22
H 0.08148 3.52999 7.49910 0.21
H -0.18815 4.55093 5.20369 0.25
```

---

Below is C16H33AuN4OPS as an isolated structure, with properties calculated with wB97M-V/def2-TZVPD.

Results
Charge: +2
Largest force on an atom (Eh/bohr): 0.0518
Energy relative to the best compared isomer or geometry (same formula, charge and spin) (eV): 0.000
Frontier orbital gap (alpha / beta) (Eh): 0.1181 / 0.2205
2S+1: 4
HOMO level (alpha / beta) (eV): -9.992 / -14.713

The geometry in XYZ format:
```
57
Properties=species:S:1:pos:R:3:nbo_charge:R:1
C 0.88163 -2.78842 -2.66428 -0.27
C -0.27707 -2.32892 -3.50141 0.12
N -1.05367 -1.39119 -2.96370 -0.61
C -1.95075 -0.66017 -3.70301 0.20
C -2.24473 -1.17222 -5.00810 -0.13
C -1.53040 -2.23620 -5.53514 -0.32
C -0.48766 -2.80664 -4.79677 -0.11
C -2.52267 0.49734 -3.14787 -0.59
P -2.15907 1.13872 -1.54343 1.20
H 0.13716 -3.61403 -5.17867 0.24
H -3.06044 -0.69514 -5.54494 0.24
H -1.77931 -2.62059 -6.52396 0.25
C -0.15242 -3.73800 -0.70164 -0.44
C 1.89317 -2.41680 -0.49169 -0.43
H -3.28127 0.98906 -3.77111 0.29
H 1.77292 -2.20941 -2.94736 0.25
H 1.07483 -3.85964 -2.83737 0.23
C -3.73387 1.67110 -0.83491 -0.96
C -1.11552 2.61695 -1.74453 -0.98
H -3.57132 2.05547 0.17728 0.26
H -4.20364 2.43927 -1.45758 0.28
H -4.39588 0.80426 -0.77730 0.28
H -0.59497 2.88067 -0.81143 0.28
H -0.37625 2.41865 -2.53683 0.28
H -1.74280 3.45677 -2.07266 0.29
H 2.43871 -3.36932 -0.53669 0.22
H 2.47600 -1.63178 -0.98406 0.23
H 1.69822 -2.12229 0.53979 0.23
H 0.46699 -4.63694 -0.82154 0.23
H -0.38898 -3.57948 0.35371 0.22
H -1.08156 -3.85216 -1.27140 0.23
Au -0.68294 -0.82375 -0.83741 0.93
H -1.74900 0.41662 -0.19818 0.00
O 1.33143 0.54031 -3.13956 -0.95
H 1.14236 0.97084 -2.26724 0.46
H 2.02963 1.10395 -3.53538 0.50
N 0.61720 -2.58013 -1.20895 -0.41
C -0.95252 2.09222 5.39521 -0.63
C -0.21992 0.99236 4.64624 -0.23
N -0.00376 1.34499 3.22252 -0.56
C 1.12334 1.02248 2.55332 0.37
S 1.12814 0.76247 0.85956 -0.30
N 2.27790 0.94675 3.29495 -0.60
C 2.69657 2.09908 4.13568 -0.22
C 3.92093 1.73705 4.96528 -0.62
H -0.53501 3.07962 5.17390 0.22
H -0.86799 1.89735 6.46937 0.24
H -2.01830 2.10465 5.14402 0.22
H 0.75485 0.75522 5.08314 0.23
H -0.80665 0.06394 4.67806 0.21
H -0.83524 1.31702 2.63319 0.40
H 3.04699 0.56091 2.74124 0.41
H 2.92053 2.96868 3.49851 0.21
H 1.85337 2.40009 4.77353 0.21
H 4.80767 1.55950 4.34668 0.22
H 4.14580 2.57879 5.62699 0.24
H 3.73923 0.85005 5.58392 0.22
```

---

Below is an isolated ion of composition C4H12N3 and charge +1, with properties calculated with wB97M-V/def2-TZVPD.

Results
Charge: +1
Largest force on an atom (Eh/bohr): 0.1473
Energy relative to the best compared isomer or geometry (same formula, charge and spin) (eV): 4.526
Frontier orbital gap (Eh): 0.2689
2S+1: 1
HOMO level (eV): -13.286

The geometry in XYZ format:
```
19
Properties=species:S:1:pos:R:3:nbo_charge:R:1
N 1.03661 -1.40158 1.20384 -0.93
C -0.09573 -0.94414 1.89532 0.57
N -0.44856 0.35418 1.77569 -0.49
C -1.11142 1.02166 0.67146 -0.26
C 0.06002 1.19964 -0.46557 -0.43
C -0.09766 0.11781 -1.63820 -0.23
N 0.76386 -0.97847 -1.70830 -0.86
H 1.88618 -1.26261 1.65735 0.43
H 0.97398 -1.52478 0.18392 0.46
H -0.55904 -1.57416 2.60448 0.21
H -1.15579 0.65176 2.48032 0.42
H -2.02615 0.68476 0.19627 0.25
H -1.26195 2.12316 0.97984 0.25
H -0.02728 2.21888 -0.90333 0.24
H 1.06242 1.11001 -0.08735 0.22
H -1.22315 -0.17446 -1.63770 0.19
H -0.03195 0.61544 -2.67651 0.19
H 1.74964 -0.71398 -2.03731 0.38
H 0.50597 -1.52311 -2.49421 0.39
```